[1]
Entry from the Open Molecules 2025 dataset: a 3-piece molecular cluster, C12H24O3 overall in a non-equilibrium geometry (the ωB97M-V functional and the def2-TZVPD basis).

The geometry in XYZ format:
```
39
Properties=species:S:1:pos:R:3:forces:R:3
C -2.027 2.127 0.842 -0.5489 -0.4860 0.4010
C -3.091 1.879 1.927 -0.1426 0.0719 0.0190
C -4.333 1.574 1.089 0.4378 0.6411 0.0463
O -4.258 2.541 0.040 -0.1218 0.4141 0.4470
C -2.888 2.639 -0.318 0.3286 -1.1478 -1.4519
H -1.622 1.162 0.535 0.3434 0.0718 0.1279
H -1.224 2.785 1.160 -0.0019 0.0631 -0.0348
H -3.258 2.808 2.473 -0.1187 -0.0126 0.0775
H -2.876 1.098 2.658 0.2341 -0.0314 -0.1477
H -5.261 1.726 1.633 -0.1197 -0.0091 -0.0687
H -4.308 0.561 0.674 0.0299 -0.1064 0.0010
H -2.602 3.588 -0.770 -0.4440 0.4153 0.5884
H -2.760 1.929 -1.151 0.1676 0.0734 -0.0065
C 0.114 -2.406 0.713 -0.4556 -1.3581 0.6869
C -0.514 -1.839 1.993 0.2963 0.5509 0.4261
C 0.509 -0.771 2.431 -0.4787 0.9437 -0.5515
O 1.665 -0.978 1.630 0.4378 -0.2946 0.2270
C 1.582 -2.261 1.022 0.8820 0.0279 -0.8791
H -0.115 -1.915 -0.231 -0.2131 0.5057 0.2747
H -0.242 -3.435 0.596 0.3455 -0.0611 -0.1006
H -0.509 -2.535 2.835 -0.2048 -0.5932 -0.5232
H -1.541 -1.497 1.867 0.0868 0.2662 0.0034
H 0.743 -0.786 3.499 0.0856 -0.3413 -0.0406
H 0.175 0.252 2.219 -0.0608 -0.0912 -0.0182
H 2.076 -3.047 1.607 -0.6291 -0.0108 0.5651
H 2.198 -2.270 0.116 -0.1245 0.4870 -0.0368
C 2.547 -0.978 -3.216 0.2494 0.1332 -0.0794
C 1.717 0.159 -2.651 -0.6392 1.3105 0.3451
C 2.340 0.518 -1.282 -0.8102 -0.1062 -0.8367
O 3.627 -0.054 -1.304 0.4381 0.2285 0.5017
C 3.896 -0.780 -2.499 -0.8422 0.1840 0.2717
H 2.710 -0.809 -4.280 -0.1901 -0.3578 -0.0836
H 2.116 -1.966 -3.062 -0.0255 0.0254 0.1031
H 0.630 0.056 -2.574 0.1434 -0.6745 0.0267
H 1.789 1.060 -3.270 0.3506 -0.2188 -0.2164
H 1.747 0.149 -0.443 0.2537 -0.2612 0.0675
H 2.353 1.609 -1.186 0.4271 -0.0342 0.0976
H 4.362 -1.696 -2.148 0.2461 -0.1422 -0.4839
H 4.530 -0.199 -3.174 0.3876 -0.0753 0.2551
```
Positions in Å, forces in eV/Å.

Calculated values
net charge: 0
energy relative to the best compared isomer or geometry (same formula, charge and spin): 43.5 kcal/mol
frontier orbital gap: 0.3683 Ha
E: -18973.7211 eV
max |F|: 0.037 hartree/bohr


[2]
Entry from the Open Molecules 2025 dataset: an isolated ion of composition C32H43F8N4O4 and charge +1 in a non-equilibrium geometry (the ωB97M-V functional and the def2-TZVPD basis).

The geometry in XYZ format:
```
91
Properties=species:S:1:pos:R:3:forces:R:3
O -0.109 2.398 3.536 -0.3236 0.2900 0.5084
C 1.233 2.818 3.684 0.0981 -1.0610 -1.3469
C 2.149 1.686 4.242 -0.4681 0.9833 1.1087
O 1.546 0.407 4.247 0.2674 -0.4650 -0.2166
C 1.859 -0.352 3.147 0.5915 0.7207 0.0321
O 1.147 0.149 2.006 0.1036 -0.7154 0.1197
C 0.346 -0.769 1.322 -0.3851 0.6216 -0.2061
C 0.942 -1.008 -0.036 -0.2467 -1.8535 0.1006
N 1.335 -0.055 -0.770 0.3693 2.1390 -0.4427
N 1.766 -0.562 -1.922 0.1477 -0.1750 -0.1236
C 2.233 0.357 -2.955 0.6446 0.8350 -0.7838
C 2.372 1.779 -2.453 -0.5744 0.4629 -0.1822
C 1.056 2.574 -2.258 0.3666 0.0520 0.8765
C 0.708 2.844 -0.763 -0.3213 0.3126 -0.8771
C 0.159 4.261 -0.489 -0.3331 -0.5583 1.2433
C -1.253 4.287 0.176 0.1808 0.7622 -0.7397
C -2.119 5.313 -0.585 -0.3199 -0.6355 0.6924
C -3.616 5.341 -0.235 -0.0107 -0.4740 -0.3255
C -4.312 3.963 -0.293 0.9465 -0.1372 0.6344
C -4.455 3.352 1.113 -0.2562 0.3018 -0.2972
C -5.426 2.173 1.157 0.2860 0.1591 -0.4080
C -5.066 1.040 0.203 -0.3494 -0.4225 0.2457
N -4.494 -0.142 0.857 -0.0323 1.8671 -2.0099
C -4.748 -0.673 2.050 -0.9802 0.2611 1.4600
C -3.959 -1.755 2.230 0.5503 -0.9834 0.4367
C -3.208 -1.859 1.066 1.5532 -1.2059 -0.8853
C -3.549 -0.867 0.212 0.1225 -0.1553 0.4454
C 1.665 -1.873 -1.913 0.0211 0.2798 -1.0202
C 2.091 -2.809 -3.033 0.4903 -1.1139 0.4315
F 2.706 -2.113 -4.006 0.1999 0.5363 -0.1610
F 1.015 -3.366 -3.602 -0.6284 0.0901 -0.1865
C 3.015 -3.880 -2.495 -1.2906 1.5583 -0.6847
C 2.976 -5.134 -2.988 -1.1075 -0.9335 -1.6474
C 3.796 -6.077 -2.475 0.2343 -1.6015 -0.4831
C 4.642 -5.762 -1.469 1.1694 -1.3847 0.7173
C 4.684 -4.503 -0.984 1.3434 -0.0797 1.2253
C 5.621 -4.190 0.150 -1.2269 0.4828 0.2524
F 5.732 -5.221 0.980 0.3636 -0.3654 0.1342
F 5.094 -3.173 0.885 0.1888 0.1763 0.0285
F 6.817 -3.812 -0.255 0.6069 0.0542 -0.1132
C 3.873 -3.565 -1.506 0.2974 2.0783 1.0501
N 1.138 -2.196 -0.741 -1.0564 -0.6465 1.2046
C 0.795 -3.524 -0.197 0.8509 0.2728 0.2344
O 0.343 -4.366 -1.214 -0.0800 0.2119 0.2846
C -0.669 -5.214 -0.855 0.0068 -0.8532 -0.9737
F -0.600 -6.267 -1.663 0.0826 0.1874 0.0812
F -1.852 -4.651 -1.022 -0.2431 0.3145 0.3032
F -0.548 -5.637 0.398 -0.0289 0.1622 0.3034
H -0.276 2.235 2.607 0.0554 -0.1097 -0.0029
H 1.273 3.708 4.301 0.0718 0.0639 0.1520
H 1.601 3.034 2.679 0.1928 0.4855 0.0502
H 2.343 1.927 5.285 0.0378 -0.1987 0.1761
H 3.118 1.703 3.743 0.0109 -0.2420 -0.2352
H 1.670 -1.406 3.340 -0.5174 -0.0153 0.0527
H 2.927 -0.249 2.930 0.0814 0.0193 -0.1687
H 0.124 -1.681 1.871 0.1895 -0.1429 0.1513
H -0.615 -0.284 1.136 -0.1902 -0.1339 0.0074
H 1.570 0.326 -3.813 -0.3670 -0.1669 0.0479
H 3.197 0.044 -3.337 0.1355 -0.3805 0.2518
H 2.979 1.798 -1.553 0.0336 -0.0036 0.1802
H 2.952 2.306 -3.206 0.1800 -0.1511 -0.2081
H 1.154 3.543 -2.738 0.1519 0.0548 -0.1672
H 0.228 2.080 -2.764 -0.1182 -0.1268 -0.0601
H -0.036 2.111 -0.461 0.0418 -0.0882 0.2699
H 1.604 2.685 -0.172 0.0744 -0.1603 0.1564
H 0.818 4.717 0.247 0.2676 0.2694 -0.1916
H 0.167 4.897 -1.369 0.0056 -0.0583 -0.1822
H -1.171 4.602 1.215 -0.0201 -0.1008 0.1561
H -1.714 3.301 0.179 -0.0012 -0.1491 -0.1596
H -2.009 5.081 -1.645 -0.0462 0.2055 -0.1755
H -1.693 6.293 -0.372 0.0329 0.1544 -0.3236
H -4.101 5.988 -0.964 -0.0528 0.3002 0.1799
H -3.768 5.735 0.768 0.0204 0.3457 -0.0055
H -3.647 3.297 -0.844 -0.2356 -0.0591 -0.4972
H -5.276 4.010 -0.795 -0.1081 0.0316 -0.0506
H -4.824 4.149 1.757 -0.1389 -0.0815 0.2618
H -3.463 3.101 1.489 0.0535 -0.1860 0.1029
H -5.504 1.770 2.162 -0.1997 0.1544 0.1324
H -6.390 2.557 0.837 -0.2756 0.0127 0.2512
H -5.926 0.714 -0.379 -0.2434 0.0040 0.0898
H -4.335 1.355 -0.528 0.2262 0.1264 -0.1092
H -5.455 -0.275 2.752 -0.2103 0.2385 -0.1071
H -3.904 -2.421 3.066 -0.1602 0.0087 0.3104
H -2.447 -2.559 0.767 0.0418 -0.5338 0.3464
H -3.157 -0.692 -0.767 -0.2175 0.4439 -0.3118
H 2.309 -5.405 -3.789 -0.2160 0.0902 -0.0802
H 3.808 -7.088 -2.842 -0.2124 -0.1571 -0.2224
H 5.285 -6.513 -1.038 0.0753 -0.1691 0.0162
H 3.925 -2.575 -1.074 -0.0750 0.2256 -0.0937
H 0.079 -3.359 0.598 -0.2775 -0.0267 -0.0610
H 1.708 -3.928 0.237 0.0828 -0.1465 0.0299
```
Positions in Å, forces in eV/Å.

Calculated values
net charge: +1
frontier orbital gap: 0.2729 Ha
E: -69764.0759 eV
max |F|: 0.053 hartree/bohr


[3]
Entry from the Open Molecules 2025 dataset: C16H48HfNO11S8 as an isolated structure in a non-equilibrium geometry (the ωB97M-V functional and the def2-TZVPD basis).

The geometry in XYZ format:
```
85
Properties=species:S:1:pos:R:3:forces:R:3
Hf 0.375 0.133 0.118 -3.6986 -1.3650 -2.5061
N -1.433 0.159 -2.915 0.0522 -1.7017 -1.8419
O -0.781 0.467 -1.947 4.9211 3.0443 3.6927
O -2.512 -0.252 -2.592 -3.7264 -1.2652 -1.6336
O -0.943 0.191 -4.069 -0.6776 0.2343 1.0074
C 2.487 -4.641 0.410 -0.2934 0.7478 1.1067
S 2.734 -3.084 -0.488 0.4673 1.2785 0.6012
O 1.854 -1.992 0.172 2.1255 -1.1086 0.0348
C 4.519 -2.819 0.011 -0.1418 -0.6992 1.2190
H 2.789 -4.508 1.449 0.4870 0.0996 -0.0929
H 3.069 -5.445 -0.039 -0.2670 0.0864 -0.2055
H 1.416 -4.816 0.513 -0.0130 -0.2572 -0.8119
H 5.163 -3.449 -0.602 -0.0429 0.7123 -0.7238
H 4.804 -3.199 0.993 -0.9876 -0.7058 0.4503
H 4.818 -1.799 0.252 -0.2846 0.3975 -1.4334
C -4.457 -0.893 0.024 -0.1848 0.8314 0.4635
S -3.143 -0.793 1.361 -0.4859 -1.0671 -1.1012
O -1.819 -0.502 0.698 -0.3492 0.8848 0.0278
C -3.648 0.579 2.393 0.0501 0.1844 -0.4871
H -4.526 -0.014 -0.618 0.8085 -0.0360 -0.1084
H -5.460 -0.907 0.448 0.1508 -0.3454 0.7346
H -4.348 -1.800 -0.571 0.4366 0.1794 0.2248
H -4.604 0.333 2.855 -0.0268 -0.0447 -0.1066
H -3.702 1.508 1.825 -0.0097 -0.0327 0.1528
H -2.882 0.623 3.168 -0.0498 0.1183 -0.0362
C 4.053 1.002 -2.847 0.3002 -0.5828 0.5451
S 2.932 -0.507 -2.710 -0.6042 1.9168 -0.4012
O 1.712 -0.184 -1.796 1.4236 -0.2181 -0.8318
C 2.410 -0.267 -4.495 -0.5541 -0.9834 0.6970
H 3.714 1.775 -3.537 -0.3971 -0.2018 0.2209
H 5.023 0.663 -3.209 -0.1288 -0.4915 -0.2907
H 4.312 1.404 -1.867 -0.5202 -0.0160 0.1269
H 1.706 0.559 -4.601 0.3770 0.2456 0.2282
H 1.862 -1.143 -4.843 0.0995 -0.1114 0.2166
H 3.325 -0.210 -5.085 -0.0042 0.3004 0.1700
C -2.298 4.058 1.247 1.3489 0.8941 -0.1337
S -1.740 3.292 -0.332 -0.4007 -2.1871 1.4060
O -1.039 1.987 0.149 -1.1642 1.3952 -0.0775
C -3.362 2.802 -1.056 0.4804 0.3044 0.7566
H -3.022 4.848 1.052 -0.3666 -0.4049 0.0846
H -1.425 4.598 1.614 0.4402 0.4785 -0.5964
H -2.396 3.470 2.160 -1.1467 -0.8487 -0.7418
H -3.932 3.720 -1.201 0.2178 0.1367 -0.3787
H -3.940 2.225 -0.334 0.3255 -0.2580 -0.0717
H -3.158 2.257 -1.978 -0.1093 0.0451 0.0902
C 0.719 3.550 3.377 1.0855 -1.2448 -0.5393
S -0.414 2.130 3.362 1.1756 -1.3650 0.6555
O 0.071 1.165 2.273 0.8295 0.1256 -0.3956
C 0.264 1.303 4.899 -1.0582 1.0804 -0.0853
H 1.040 3.673 2.343 -0.7894 0.6800 -0.2773
H 1.663 3.159 3.758 -0.0580 0.1655 0.7101
H 0.368 4.423 3.927 -0.1167 -0.1498 -0.2613
H -0.475 0.648 5.362 -0.0329 -0.1393 -0.4367
H 0.367 2.143 5.586 0.3519 -0.0789 0.1504
H 1.205 0.790 4.704 -0.0927 0.2813 -0.2652
C -0.187 -3.019 -3.444 -1.3138 0.4469 0.7802
S -0.576 -3.201 -1.605 0.9035 -0.1802 1.1404
O -0.460 -1.867 -0.855 -0.4543 -0.3012 -1.0545
C -2.382 -3.705 -1.516 0.7679 1.5684 -1.8251
H -0.094 -4.008 -3.893 -0.3351 -0.0961 0.2715
H 0.746 -2.491 -3.639 -0.0717 0.0320 0.7732
H -1.012 -2.432 -3.848 0.0724 -0.1048 -0.3923
H -2.480 -4.498 -2.257 -0.0715 -0.3703 0.4414
H -2.884 -2.843 -1.956 -0.1741 0.1235 -0.0285
H -2.816 -3.874 -0.531 0.8262 -0.3485 0.0392
C 1.571 -2.828 3.820 -1.3132 0.3727 0.0445
S 0.026 -1.985 3.273 -0.5502 -0.2551 -1.4467
O 0.277 -1.417 1.819 -0.0026 -0.8315 2.2236
C -1.179 -3.484 2.983 1.1582 1.1651 -0.3731
H 1.726 -3.757 3.271 0.4801 0.5075 -0.2874
H 1.430 -3.104 4.865 -0.3055 0.0885 0.0988
H 2.282 -2.002 3.813 0.4464 -0.5433 -0.4738
H -0.677 -3.981 2.153 -0.4273 0.0335 -0.2099
H -2.128 -3.003 2.746 0.2322 -0.0702 -0.3463
H -1.365 -4.207 3.777 0.6004 0.4583 0.4918
C 1.584 4.691 -0.714 -0.2737 0.5142 -0.0767
S 1.844 3.201 -1.709 -1.5240 0.3884 -0.1179
O 1.262 2.099 -0.819 0.6329 -0.0751 0.9124
C 0.571 3.529 -3.013 0.9361 -0.5951 -0.0470
H 2.383 4.801 0.019 -0.2650 -0.3850 0.2052
H 0.565 4.642 -0.332 0.2505 -0.3992 0.5212
H 1.550 5.650 -1.232 0.4458 -0.2761 -0.8117
H 0.480 2.604 -3.582 -0.1376 -0.2346 0.2198
H 1.038 4.231 -3.704 -0.0760 0.3419 0.1990
H -0.411 3.850 -2.665 0.3714 0.0871 0.2282
```
Positions in Å, forces in eV/Å.

Calculated values
net charge: +3
energy relative to the best compared isomer or geometry (same formula, charge and spin): 27.9 kcal/mol
frontier orbital gap: 0.2877 Ha
E: -129339.5628 eV
max |F|: 0.133 hartree/bohr


Copy entry 1 word for word.
Entry from the Open Molecules 2025 dataset: a 3-piece molecular cluster, C12H24O3 overall in a non-equilibrium geometry (the ωB97M-V functional and the def2-TZVPD basis).

The geometry in XYZ format:
```
39
Properties=species:S:1:pos:R:3:forces:R:3
C -2.027 2.127 0.842 -0.5489 -0.4860 0.4010
C -3.091 1.879 1.927 -0.1426 0.0719 0.0190
C -4.333 1.574 1.089 0.4378 0.6411 0.0463
O -4.258 2.541 0.040 -0.1218 0.4141 0.4470
C -2.888 2.639 -0.318 0.3286 -1.1478 -1.4519
H -1.622 1.162 0.535 0.3434 0.0718 0.1279
H -1.224 2.785 1.160 -0.0019 0.0631 -0.0348
H -3.258 2.808 2.473 -0.1187 -0.0126 0.0775
H -2.876 1.098 2.658 0.2341 -0.0314 -0.1477
H -5.261 1.726 1.633 -0.1197 -0.0091 -0.0687
H -4.308 0.561 0.674 0.0299 -0.1064 0.0010
H -2.602 3.588 -0.770 -0.4440 0.4153 0.5884
H -2.760 1.929 -1.151 0.1676 0.0734 -0.0065
C 0.114 -2.406 0.713 -0.4556 -1.3581 0.6869
C -0.514 -1.839 1.993 0.2963 0.5509 0.4261
C 0.509 -0.771 2.431 -0.4787 0.9437 -0.5515
O 1.665 -0.978 1.630 0.4378 -0.2946 0.2270
C 1.582 -2.261 1.022 0.8820 0.0279 -0.8791
H -0.115 -1.915 -0.231 -0.2131 0.5057 0.2747
H -0.242 -3.435 0.596 0.3455 -0.0611 -0.1006
H -0.509 -2.535 2.835 -0.2048 -0.5932 -0.5232
H -1.541 -1.497 1.867 0.0868 0.2662 0.0034
H 0.743 -0.786 3.499 0.0856 -0.3413 -0.0406
H 0.175 0.252 2.219 -0.0608 -0.0912 -0.0182
H 2.076 -3.047 1.607 -0.6291 -0.0108 0.5651
H 2.198 -2.270 0.116 -0.1245 0.4870 -0.0368
C 2.547 -0.978 -3.216 0.2494 0.1332 -0.0794
C 1.717 0.159 -2.651 -0.6392 1.3105 0.3451
C 2.340 0.518 -1.282 -0.8102 -0.1062 -0.8367
O 3.627 -0.054 -1.304 0.4381 0.2285 0.5017
C 3.896 -0.780 -2.499 -0.8422 0.1840 0.2717
H 2.710 -0.809 -4.280 -0.1901 -0.3578 -0.0836
H 2.116 -1.966 -3.062 -0.0255 0.0254 0.1031
H 0.630 0.056 -2.574 0.1434 -0.6745 0.0267
H 1.789 1.060 -3.270 0.3506 -0.2188 -0.2164
H 1.747 0.149 -0.443 0.2537 -0.2612 0.0675
H 2.353 1.609 -1.186 0.4271 -0.0342 0.0976
H 4.362 -1.696 -2.148 0.2461 -0.1422 -0.4839
H 4.530 -0.199 -3.174 0.3876 -0.0753 0.2551
```
Positions in Å, forces in eV/Å.

Calculated values
net charge: 0
energy relative to the best compared isomer or geometry (same formula, charge and spin): 43.5 kcal/mol
frontier orbital gap: 0.3683 Ha
E: -18973.7211 eV
max |F|: 0.037 hartree/bohr


Question: Look up the frontier orbital gap of the first one.
Answer: 0.3683 Ha


Question: The lowest max |F| belongs to which entry?
Answer: C12H24O3


Question: Which value of E does entry 2 give?
Answer: -69764.0759 eV